{
  "formula": "C48H144O48",
  "method": "wB97M-V/def2-TZVPD",
  "orbital_gap_ev": 9.72,
  "e_above_lowest_ev": 1.2073,
  "fmax_ev_per_a": 4.1,
  "species": ["C", "C", "O", "O", "H", "H", "H", "H", "H", "H", "C", "C", "O", "O", "H", "H", "H", "H", "H", "H", "C", "C", "O", "O", "H", "H", "H", "H", "H", "H", "C", "C", "O", "O", "H", "H", "H", "H", "H", "H", "C", "C", "O", "O", "H", "H", "H", "H", "H", "H", "C", "C", "O", "O", "H", "H", "H", "H", "H", "H", "C", "C", "O", "O", "H", "H", "H", "H", "H", "H", "C", "C", "O", "O", "H", "H", "H", "H", "H", "H", "C", "C", "O", "O", "H", "H", "H", "H", "H", "H", "C", "C", "O", "O", "H", "H", "H", "H", "H", "H", "C", "C", "O", "O", "H", "H", "H", "H", "H", "H", "C", "C", "O", "O", "H", "H", "H", "H", "H", "H", "C", "C", "O", "O", "H", "H", "H", "H", "H", "H", "C", "C", "O", "O", "H", "H", "H", "H", "H", "H", "C", "C", "O", "O", "H", "H", "H", "H", "H", "H", "C", "C", "O", "O", "H", "H", "H", "H", "H", "H", "C", "C", "O", "O", "H", "H", "H", "H", "H", "H", "C", "C", "O", "O", "H", "H", "H", "H", "H", "H", "C", "C", "O", "O", "H", "H", "H", "H", "H", "H", "C", "C", "O", "O", "H", "H", "H", "H", "H", "H", "C", "C", "O", "O", "H", "H", "H", "H", "H", "H", "C", "C", "O", "O", "H", "H", "H", "H", "H", "H", "C", "C", "O", "O", "H", "H", "H", "H", "H", "H", "C", "C", "O", "O", "H", "H", "H", "H", "H", "H"],
  "positions_angstrom": [[10.50529, -31.87301, 4.64258], [10.64565, -32.43008, 3.27136], [10.11949, -33.75780, 3.31624], [10.88393, -30.49927, 4.66844], [11.15389, -32.41687, 5.32965], [9.43260, -31.89266, 5.04891], [11.67952, -32.41395, 3.04443], [10.11188, -31.82827, 2.52634], [10.21179, -34.08453, 2.37729], [10.10132, -29.92842, 4.35186], [3.45025, -30.32258, 2.54369], [1.89669, -30.09083, 2.51047], [1.49959, -30.19449, 3.88445], [4.09653, -29.20495, 3.10761], [3.77707, -30.33091, 1.49841], [3.65528, -31.27971, 2.95673], [1.47703, -30.90533, 1.85360], [1.79344, -29.07080, 2.07004], [1.06827, -31.06880, 4.07975], [3.50459, -28.86898, 3.81886], [13.10562, -27.99618, 3.75293], [12.18866, -27.07508, 2.99046], [10.85204, -27.36950, 3.29614], [13.06172, -29.28815, 3.13780], [12.81268, -28.01882, 4.78140], [14.14823, -27.70016, 3.77271], [12.28687, -27.23416, 1.92727], [12.37298, -26.05718, 3.26341], [10.64074, -26.78771, 3.99337], [12.30329, -29.74357, 3.52977], [3.87591, -24.69420, 1.50099], [4.13883, -26.15887, 1.49881], [3.19000, -26.72690, 0.63575], [4.69867, -23.95963, 2.42840], [2.79276, -24.55901, 1.75798], [4.02316, -24.28400, 0.53295], [4.04494, -26.54516, 2.48450], [5.12280, -26.29814, 1.09920], [2.26414, -26.62217, 0.95868], [4.46374, -24.45591, 3.23319], [3.50339, -31.80794, 6.10333], [3.77128, -33.03515, 5.20533], [4.92073, -32.96137, 4.39989], [2.29260, -32.22782, 6.84339], [3.39649, -30.88060, 5.53209], [4.34138, -31.56399, 6.77220], [2.85965, -33.11765, 4.64787], [3.80718, -33.80415, 6.00543], [5.75156, -32.63976, 4.82186], [2.12601, -31.45136, 7.39269], [5.75591, -31.93818, -2.49006], [5.68911, -31.37065, -1.09943], [4.35147, -30.85564, -0.74923], [4.93859, -33.07485, -2.73534], [6.79195, -32.28853, -2.64789], [5.66318, -31.13875, -3.23764], [6.43584, -30.60498, -1.07203], [5.90908, -32.10627, -0.32508], [4.23652, -30.02510, -1.23324], [4.26581, -32.69821, -3.27300], [7.59782, -27.38889, -1.80278], [6.75510, -27.45181, -3.07114], [5.79559, -28.53419, -3.02216], [6.73239, -27.26686, -0.65842], [8.23935, -26.48449, -1.88922], [8.22924, -28.30832, -1.72040], [7.44602, -27.63385, -3.93249], [6.23831, -26.57453, -3.38075], [5.17586, -28.32245, -2.35047], [6.92412, -27.99842, -0.01303], [9.80538, -34.29598, -0.09250], [8.50376, -34.87739, -0.55442], [7.61268, -34.81855, 0.55781], [10.33119, -35.03455, 0.95195], [9.59278, -33.30012, 0.26561], [10.48481, -34.20069, -0.93257], [8.68705, -35.88643, -0.91755], [8.21192, -34.26080, -1.39609], [6.69077, -34.58261, 0.35872], [9.89687, -35.95904, 1.03129], [9.04788, -26.94360, 7.19818], [10.20031, -27.16286, 8.25036], [10.06729, -28.49034, 8.74151], [7.90937, -27.76497, 7.54330], [9.35439, -27.24776, 6.17363], [8.78621, -25.93155, 7.14182], [9.93402, -26.55506, 9.08046], [11.15243, -26.90536, 7.84629], [10.59479, -29.06551, 8.21347], [8.29626, -28.43157, 8.16174], [8.50540, -24.03088, 0.14384], [7.18779, -23.54468, 0.62710], [7.34816, -23.01840, 1.94978], [9.52445, -23.01839, -0.02186], [8.20521, -24.53385, -0.79500], [8.97402, -24.79574, 0.78359], [6.52420, -24.46281, 0.71091], [6.62099, -22.86047, -0.05476], [6.41752, -22.97250, 2.34023], [9.37937, -22.51922, 0.77210], [1.34108, -29.35014, -2.00792], [2.37843, -28.32237, -2.43435], [3.43329, -28.29736, -1.50677], [0.49582, -28.91274, -0.92909], [1.84139, -30.28102, -1.64744], [0.67361, -29.60939, -2.91407], [1.89142, -27.32332, -2.49412], [2.86071, -28.35875, -3.45096], [3.26379, -27.75276, -0.67332], [-0.43038, -28.99863, -1.13296], [11.28350, -24.63587, 5.68461], [11.90858, -23.33726, 5.66102], [12.77084, -23.09088, 4.54156], [10.47282, -24.95365, 4.52873], [10.60858, -24.65986, 6.50989], [12.05543, -25.42875, 5.87058], [12.40856, -23.24452, 6.67889], [11.21056, -22.50082, 5.59444], [13.67115, -23.37286, 4.60194], [9.53674, -24.72564, 4.74161], [4.84374, -28.27781, 8.73771], [3.77278, -29.33105, 8.84695], [2.58326, -28.89947, 8.12441], [5.25893, -28.20862, 7.33993], [5.64710, -28.43006, 9.43773], [4.33516, -27.26254, 8.98777], [3.44777, -29.44377, 9.86601], [4.16050, -30.29663, 8.45314], [2.89114, -28.44510, 7.31823], [6.13098, -27.82584, 7.30851], [6.17532, -26.58535, 4.71649], [7.33306, -26.10844, 3.89417], [7.80688, -24.83768, 4.22003], [5.04137, -25.70427, 4.62980], [6.36893, -26.84631, 5.76671], [5.86902, -27.54493, 4.25504], [7.00998, -26.16487, 2.83397], [8.18228, -26.77178, 4.05633], [7.52188, -24.22758, 3.52297], [5.14345, -25.00923, 5.26145], [11.39290, -25.57948, -1.44866], [12.20411, -25.68657, -2.73232], [12.27831, -24.51291, -3.55347], [12.12469, -24.76470, -0.54175], [11.20801, -26.60266, -1.11665], [10.51229, -25.02082, -1.84785], [11.81248, -26.45155, -3.36535], [13.21853, -26.02550, -2.44834], [12.74577, -23.88035, -3.00973], [11.63434, -23.92991, -0.29678], [2.63151, -33.92051, -0.17633], [3.83352, -34.68402, 0.48291], [5.07190, -34.17306, 0.00065], [2.51800, -32.57975, 0.17808], [1.70751, -34.40312, 0.18484], [2.72177, -34.04946, -1.28810], [3.79001, -35.78066, 0.33160], [3.88686, -34.52640, 1.51436], [5.01141, -34.11320, -0.96262], [3.21269, -32.12740, -0.26791], [0.36090, -34.08694, 4.14887], [0.02051, -34.15676, 2.64724], [-1.25027, -33.62312, 2.37794], [0.48835, -32.75263, 4.55652], [1.30894, -34.67727, 4.36307], [-0.47178, -34.58456, 4.72314], [0.03786, -35.22354, 2.28934], [0.88781, -33.65824, 2.21401], [-1.24702, -32.70034, 2.69630], [0.96269, -32.61807, 5.45549], [7.16125, -36.62485, 3.82889], [6.97441, -35.46480, 4.71905], [8.23516, -35.14088, 5.40798], [8.17868, -36.45280, 2.83350], [6.20957, -36.79690, 3.31556], [7.42599, -37.49478, 4.44451], [6.17165, -35.67513, 5.47411], [6.57754, -34.56716, 4.13949], [8.75825, -34.76637, 4.69595], [7.79723, -35.84435, 2.20631], [2.26829, -26.55180, 5.32908], [0.80829, -26.93070, 5.32523], [0.41932, -27.67888, 4.19090], [3.03797, -27.79553, 5.36181], [2.44097, -26.02005, 6.26991], [2.45222, -25.98825, 4.45375], [0.23754, -26.02386, 5.25583], [0.44213, -27.36806, 6.26237], [0.72377, -28.57417, 4.22219], [3.96741, -27.58845, 5.47169], [-0.05165, -25.43485, 1.43344], [0.33973, -25.03235, 0.01485], [0.29306, -26.13162, -0.82570], [0.88309, -26.40327, 1.81849], [-1.09202, -25.76309, 1.53486], [0.08185, -24.61495, 2.20342], [1.34167, -24.54232, -0.03978], [-0.44214, -24.31119, -0.25950], [0.83232, -26.87396, -0.47785], [0.68103, -26.92771, 2.63975], [7.44233, -30.08621, 3.47488], [7.00916, -29.97447, 1.98424], [6.57753, -28.60484, 1.72928], [8.55183, -29.26176, 3.85876], [7.74812, -31.15604, 3.56453], [6.64815, -29.96823, 4.25230], [6.25092, -30.73649, 1.76272], [7.86665, -30.17140, 1.33858], [5.67963, -28.50344, 1.85709], [8.94508, -28.74826, 3.08577], [11.31451, -29.32167, 0.23930], [10.78367, -30.35133, -0.73148], [11.61409, -31.51731, -0.89386], [12.61080, -28.95378, -0.23754], [11.34250, -29.59631, 1.26146], [10.58862, -28.43855, 0.10390], [10.68073, -29.95220, -1.74984], [9.73986, -30.69990, -0.42641], [12.47059, -31.29243, -1.27021], [13.12324, -28.76069, 0.57197], [7.22343, -32.05843, 7.24715], [8.37800, -31.17833, 7.62911], [9.46425, -32.06111, 7.68884], [7.24975, -32.60172, 5.94509], [6.30466, -31.49150, 7.36402], [7.28746, -32.92646, 7.93471], [8.12380, -30.77352, 8.60239], [8.45271, -30.35221, 6.86445], [10.25734, -31.56848, 7.47881], [7.67976, -33.47777, 5.90858], [14.08766, -30.16591, 6.96395], [12.84041, -30.38946, 7.81469], [11.70514, -29.84587, 7.15193], [14.33977, -28.77241, 6.95144], [13.87881, -30.56602, 5.96589], [14.95716, -30.69287, 7.28362], [12.87805, -29.84128, 8.75304], [12.59007, -31.36220, 7.99571], [11.49709, -30.03385, 6.20576], [13.57808, -28.37099, 6.53149]],
  "forces_ev_per_a": [[-2.1, 0.7, 1.1], [-1.4, -0.8, 0.3], [0.3, 0.5, -1.2], [-0.3, 1.5, -0.5], [-0.1, 0.0, 0.1], [1.4, -0.6, -0.7], [1.3, -0.1, -0.6], [-0.1, 0.2, 0.1], [-0.2, -0.5, 1.1], [0.9, -1.0, 0.5], [-1.7, 1.1, -2.5], [2.2, -1.4, -0.4], [-1.2, 0.0, 0.0], [-0.2, 0.3, 1.2], [0.0, -0.3, 0.0], [0.5, -0.7, 0.9], [0.0, 1.0, 0.7], [-0.7, -0.7, 0.5], [0.5, 0.8, -0.6], [0.5, -0.1, -0.2], [0.4, -0.5, -1.3], [0.3, -0.3, 0.2], [-0.4, -1.8, -1.1], [0.1, 0.1, 0.5], [-0.6, -0.2, 0.8], [0.2, 0.3, -0.3], [0.4, 0.2, -0.4], [0.3, 0.9, -0.2], [-0.9, 1.5, 1.3], [-0.1, -0.3, 0.0], [-1.1, 1.2, 0.9], [-0.5, 0.6, -0.6], [-0.2, -0.8, -1.0], [-0.9, -0.9, 0.1], [0.7, 0.1, -0.1], [0.2, 0.4, -0.9], [0.1, -0.6, 1.0], [0.6, -0.6, -0.2], [0.5, 0.1, 0.6], [0.9, 0.5, 0.3], [0.1, -0.3, -0.3], [1.0, 1.1, 2.4], [-0.2, 0.1, -0.7], [1.2, 1.3, -0.7], [-0.7, -0.1, -0.1], [-0.3, -0.6, 0.2], [0.0, -0.5, -0.9], [0.1, -0.4, -0.9], [-0.8, -0.3, 0.6], [-0.5, 0.0, 0.2], [1.8, -0.2, -0.1], [-1.6, -0.2, 0.5], [1.8, -0.5, -0.7], [0.3, 0.3, 0.5], [-0.1, 0.1, 0.2], [-0.6, -0.2, 0.1], [0.4, 0.8, 0.2], [0.0, 0.0, -0.2], [-0.4, 0.4, 0.1], [-1.3, -0.2, -0.7], [-0.4, 0.3, 0.1], [0.6, -2.0, -0.7], [2.0, 0.0, -1.3], [0.8, -0.8, 0.0], [-0.1, -0.6, 0.2], [-0.4, 0.7, -0.1], [-0.4, -0.2, 0.6], [-0.4, 1.2, 0.5], [-1.3, 0.6, 1.3], [-0.4, 1.0, -0.5], [-0.8, 0.1, -0.8], [-0.1, 0.7, 0.4], [0.4, -0.3, 0.0], [0.1, -2.8, 1.1], [0.1, 0.5, 0.2], [0.4, -0.1, -0.1], [-0.3, -0.4, 0.0], [-0.6, 0.1, -0.3], [-0.1, -0.1, -0.4], [1.0, 2.3, -0.1], [0.9, -2.3, -0.5], [-2.6, -0.8, -0.6], [-0.5, 1.2, 1.0], [0.9, 0.5, 0.5], [0.1, 0.1, 0.5], [-0.7, 1.6, 0.1], [0.2, 0.8, 0.8], [0.8, 0.0, -0.2], [1.0, -1.1, -1.1], [-0.2, 0.3, -0.4], [0.6, -0.7, -1.0], [-1.6, -1.1, 1.0], [-1.8, 0.4, 0.7], [-1.0, -0.7, -0.7], [0.9, 0.4, 0.0], [-0.7, 0.0, 0.1], [0.7, 0.8, -0.3], [0.9, -0.1, 0.4], [1.5, 0.0, -0.8], [0.4, 0.9, 0.7], [-1.3, -1.4, -1.6], [-0.3, 1.6, -0.2], [0.7, 0.3, 1.0], [1.3, 0.4, 0.2], [-0.2, 0.6, -0.5], [1.0, 0.3, 1.2], [0.0, -0.4, 0.3], [-0.7, -1.0, 0.8], [0.2, -0.4, -1.0], [-0.3, 0.0, -0.4], [-0.9, -2.3, -0.9], [2.1, 2.3, 0.5], [-1.1, 0.3, -0.1], [0.4, 0.2, 0.9], [-0.3, 0.0, 1.1], [-0.6, 0.4, -0.5], [-0.1, 0.1, -1.1], [-0.3, -0.3, 0.1], [0.6, -0.5, 0.6], [0.5, -0.2, -0.6], [-1.4, 2.0, -1.0], [-0.5, 0.3, -1.1], [0.9, -0.4, 0.2], [-1.2, -0.6, 1.1], [0.6, -0.2, 0.0], [0.9, -1.5, -0.1], [0.0, -0.2, 0.5], [-0.3, 0.5, 0.2], [-0.2, -0.4, 0.0], [1.0, 0.1, 0.2], [-0.6, -0.9, 0.0], [0.2, -0.7, -0.6], [-0.4, 1.2, 0.4], [-0.1, -0.7, -0.4], [0.3, 0.6, -0.4], [0.0, 0.4, 0.1], [0.4, 0.1, 0.4], [-0.2, -0.4, -0.2], [0.3, 0.2, -0.1], [0.3, 0.7, 0.7], [0.0, 1.8, -2.0], [1.3, -0.3, 0.1], [-0.3, -0.6, 0.8], [-0.6, 0.9, 0.7], [-0.2, 0.2, 0.5], [-0.1, -0.7, 1.0], [-0.5, -0.6, -0.4], [-0.2, 0.2, -0.1], [0.2, 0.5, 0.1], [0.3, -1.5, -0.5], [0.1, -1.6, 0.2], [-0.5, 0.1, -1.6], [0.0, 0.0, -0.4], [-0.8, -0.8, 0.7], [0.3, -0.1, -0.4], [-0.2, 0.0, 0.7], [-0.3, 0.4, -0.3], [-0.3, 0.4, 1.8], [0.0, 0.1, -0.2], [1.1, 1.3, -0.5], [-0.2, -2.2, 0.7], [0.8, -1.0, 1.2], [0.2, 0.8, -0.1], [0.9, 1.3, 1.5], [-0.9, 0.6, -0.4], [0.7, 0.4, -0.4], [-0.1, 1.0, 0.5], [-0.3, 0.5, -0.8], [-0.1, -0.6, -0.2], [-0.9, -0.7, -1.6], [0.2, -1.1, -0.7], [-0.2, 1.8, 0.7], [-1.8, 0.1, -0.3], [-0.2, -0.3, 1.1], [-0.1, -0.3, 0.1], [0.0, 0.1, -0.4], [0.9, 0.1, -0.4], [0.7, -1.0, 0.6], [0.9, 0.1, -0.4], [0.0, 0.6, -0.9], [-0.4, -2.1, 1.5], [-0.5, -0.1, 0.1], [-0.5, 1.4, -0.3], [-0.9, 0.7, -0.2], [0.2, 0.4, -0.3], [0.6, 0.7, -0.9], [-0.2, 0.8, -0.1], [0.5, -0.4, -0.1], [0.7, -1.6, 0.2], [0.4, 0.3, 0.2], [0.7, 1.2, 1.5], [-0.4, 0.9, 0.9], [0.1, -0.8, -0.6], [0.4, -1.6, 0.5], [0.2, -0.3, -0.4], [-0.4, -0.1, -1.2], [-0.7, -0.2, 0.3], [0.4, -0.1, -0.5], [-0.7, 0.5, -0.2], [-0.2, 0.5, -0.4], [0.0, -1.7, -0.4], [-0.4, 1.4, 1.7], [3.8, -1.3, -1.1], [0.7, 0.9, -1.4], [0.0, 0.5, 0.1], [0.3, 0.3, -1.0], [-0.1, 0.4, 0.1], [0.1, 0.1, 0.0], [-3.4, -0.1, 0.8], [-0.8, -0.8, 1.2], [-0.9, 1.6, -2.4], [-0.5, -1.3, -0.4], [-0.7, -0.2, 0.7], [0.1, 0.2, 1.2], [0.0, -0.6, 1.0], [0.9, -0.9, 0.5], [-0.1, 0.6, 0.3], [1.4, 0.2, -0.2], [-0.1, 0.5, 0.1], [-0.1, -0.1, -0.6], [-0.2, -1.1, 0.6], [-0.7, 0.0, -1.4], [0.7, 0.2, 0.0], [-0.1, 0.7, -0.7], [-0.3, -0.1, 0.1], [-0.5, 0.6, 0.1], [0.2, 0.4, 0.4], [0.4, -0.6, 0.7], [0.4, 0.2, 0.1], [0.2, -0.1, 0.3], [-1.3, 0.3, 0.0], [0.4, 1.9, -1.1], [-1.0, 1.1, 0.0], [0.6, -0.1, -0.2], [0.0, 0.2, -0.2], [0.7, -0.2, 0.7], [0.3, 0.0, 0.1], [0.0, -3.0, 0.7], [0.5, -0.5, 0.0], [-0.2, 0.2, 0.0]]
}